Density functional theory data (wB97M-V/def2-TZVPD) for a gas-phase ion, C5H9N2 (charge +1).

The geometry in ORCA input format:
```
! wB97M-V def2-TZVPD RIJCOSX def2/J DEFGRID3
* xyz 1 1
H 3.30 -1.17 -0.31
H -2.91 -0.28 0.68
H 2.94 1.00 -1.11
N 2.29 -1.35 -0.05
C 0.24 -0.67 0.19
C -2.27 0.27 0.03
H 1.24 0.91 -1.92
H 1.52 1.75 -0.19
C -0.73 -1.59 0.97
H -0.87 -2.50 0.46
H -2.28 1.39 0.23
C 1.82 0.91 -0.94
H -2.58 0.21 -1.04
N -1.06 -0.40 0.15
H -0.56 -1.38 2.04
C 1.54 -0.35 -0.30
*
```

Summary:
- HOMO energy (eV) = -15.3
- energy above the lowest of the compared OMol25 structures with the same formula, charge and spin (kcal per mole) = 119.5

For each atom in turn, the Mulliken charge in e is:
1 H 0.294
2 H 0.351
3 H 0.354
4 N -0.454
5 C 0.625
6 C -0.710
7 H 0.295
8 H 0.314
9 C -0.287
10 H 0.292
11 H 0.310
12 C -0.973
13 H 0.318
14 N -0.018
15 H 0.273
16 C 0.017